No. 1
Computed, not measured: a structure of composition C4H3LuO2 in a non-equilibrium geometry, with ωB97M-V/def2-TZVPD.

Each line ends with the Löwdin spin population.
CARTESIAN COORDINATES (ANGSTROEM)
Lu (2.3129, 0.7100, 0.1672)  0.5405
O (1.0493, -2.3458, -0.5903)  0.0517
O (-1.9902, 1.3282, 1.6686)  0.0391
C (-1.1756, 1.6478, 0.7710)  0.0211
C (-0.1942, -0.3919, -0.2387)  -0.0030
C (0.9685, -1.0067, -0.6961)  0.1632
C (-0.0376, 0.9024, 0.3458)  0.1811
H (-1.3320, 2.6288, 0.2683)  0.0054
H (-1.1650, -0.9146, -0.2830)  -0.0051
H (1.5639, -2.5582, -1.4129)  0.0059

Its spin multiplicity is 2. Its expectation value of S² is 0.77. The calculation puts the gap between HOMO and LUMO (alpha / beta) at 5.51 / 7.05 eV. Its highest occupied orbital energy (alpha / beta) is -11.57 / -13.34 eV. The total charge is +1.


No. 2
Computed, not measured: a structure of composition C26H72Li3N4O14 in a non-equilibrium geometry, with ωB97M-V/def2-TZVPD.

Each line ends with the Löwdin spin population.
CARTESIAN COORDINATES (ANGSTROEM)
O (-3.2748, -1.2417, 7.6804)  0.0000
O (2.3494, 3.4346, 0.1705)  0.0000
O (-0.0262, 1.8408, 0.5623)  0.0000
O (-2.6324, 4.2743, -0.0366)  0.0000
O (-1.0018, -0.8347, 1.8022)  0.0000
O (2.5197, 5.9561, 1.4115)  0.0000
O (0.4962, 2.6916, -4.2769)  0.0000
O (-3.5847, -1.7865, 1.7727)  0.0000
O (3.4528, -2.4656, -2.4816)  0.0027
O (7.7838, -5.1300, -3.1489)  0.0109
O (-1.3518, -2.4715, -4.2765)  0.0000
O (-3.8784, 0.8932, 2.4412)  0.0000
O (-6.2054, -0.3834, -3.9324)  0.0000
O (0.4393, -3.2461, 3.7849)  0.0000
N (-0.0595, 4.9774, 0.9721)  0.0000
N (-3.4063, -0.1024, -3.7336)  0.0000
N (6.5152, -2.5135, -2.0933)  0.7041
N (-2.1235, -2.1531, 4.2686)  0.0000
C (3.2590, 7.0379, 0.8719)  0.0000
C (-2.4100, -1.9041, 6.7598)  0.0000
C (-1.1115, -1.2457, -3.5865)  0.0000
C (-0.6601, 0.7644, -0.2081)  0.0000
C (8.4389, -4.0248, -2.4656)  -0.0013
C (-1.8783, -3.5922, 4.2870)  0.0000
C (1.5786, -3.5406, 2.9364)  0.0000
C (-1.0763, 6.0368, 0.6043)  0.0000
C (2.3240, -2.5789, -1.6668)  0.0003
C (0.4477, 5.1492, 2.3065)  0.0000
C (7.7513, -2.6677, -2.8552)  0.0718
C (8.2247, -6.4095, -2.6439)  0.0007
C (-2.6398, -0.8622, 8.9704)  0.0000
C (-7.6733, -0.4418, -4.0229)  0.0000
C (-3.4399, 3.7058, -0.9522)  0.0000
C (-4.0736, 0.8336, -4.5737)  0.0000
C (-1.9161, 5.5343, -0.5606)  0.0000
C (5.6739, -1.4408, -2.6739)  0.0790
C (-5.6183, 0.8794, -4.2733)  0.0000
C (4.1527, -1.2690, -2.1352)  0.0023
C (-0.6973, -4.0281, 3.3809)  0.0000
C (-2.9363, -1.6701, 5.3460)  0.0000
C (-0.6535, -0.7097, 0.4008)  0.0000
C (-2.0431, -0.2112, -4.2102)  0.0000
C (-0.5618, -3.5245, -3.8699)  0.0000
C (1.4849, 6.3144, 2.3422)  0.0000
Li (-0.3499, 1.1281, 2.3150)  0.0000
Li (-1.4209, 3.3805, 1.2181)  0.0000
Li (-0.3367, -1.3270, 3.7149)  0.0000
H (2.0485, -2.6879, 2.4463)  0.0000
H (-3.2072, -0.3812, 9.7672)  0.0000
H (-0.1036, -0.8332, -3.6328)  0.0000
H (-1.7006, 6.3069, 1.4560)  0.0000
H (1.2879, -4.3166, 2.2283)  0.0000
H (2.6337, 7.4474, 0.0785)  0.0000
H (-3.7135, 1.8515, -4.4244)  0.0000
H (-3.7588, -1.0464, -3.6656)  0.0000
H (1.6425, -1.7338, -1.5696)  0.0001
H (-0.6326, -4.3555, -4.5718)  0.0000
H (-1.3393, -1.3422, -2.5250)  0.0000
H (-1.0501, -3.7028, 2.4022)  0.0000
H (6.3336, -0.6468, -2.3240)  0.0278
H (0.4427, -3.1231, -3.7359)  0.0000
H (0.6806, 2.1952, -3.4794)  0.0000
H (-0.3747, 5.2201, 3.0183)  0.0000
H (-3.9356, -2.1049, 5.3670)  0.0000
H (-5.8411, 1.6605, -3.5465)  0.0000
H (-1.3457, 5.5055, -1.4890)  0.0000
H (1.8076, -3.5281, -1.8101)  0.0000
H (-1.7883, -3.9635, 5.3078)  0.0000
H (-2.6807, 6.2785, -0.7832)  0.0000
H (4.2607, 6.7037, 0.6018)  0.0000
H (-0.5725, -5.1104, 3.3480)  0.0000
H (-2.7696, 3.3761, -1.7460)  0.0000
H (0.7856, 5.1582, 0.4493)  0.0000
H (-2.5035, -2.9658, 6.9883)  0.0000
H (-1.7255, 0.9922, -0.2420)  0.0000
H (3.5579, -0.6730, -2.8274)  -0.0005
H (-8.0000, -0.5655, -5.0554)  0.0000
H (-1.2903, -1.4525, -0.0796)  0.0000
H (3.4171, 7.8004, 1.6346)  0.0000
H (-3.2509, 0.6955, 1.7459)  0.0000
H (-2.2268, -1.7594, 9.4315)  0.0000
H (8.1180, -6.6521, -1.5867)  0.0003
H (5.4928, -1.2702, -3.7351)  0.0314
H (0.3595, -1.1079, 0.3415)  0.0000
H (1.2762, 3.2303, -4.4099)  0.0000
H (-1.3802, -1.5647, 6.8710)  0.0000
H (-1.7556, -0.2252, 8.9914)  0.0000
H (9.4664, -4.0803, -2.8251)  -0.0006
H (2.2064, 4.0124, 0.9201)  0.0000
H (2.6042, -2.8227, -0.6420)  0.0002
H (1.8762, 6.6618, 3.2984)  0.0000
H (-1.5406, 0.7374, -4.0208)  0.0000
H (-2.6751, -4.2258, 3.8974)  0.0000
H (9.2518, -6.6778, -2.8913)  0.0004
H (2.2980, -3.9171, 3.6636)  0.0000
H (-3.1348, -0.6018, 5.2592)  0.0000
H (-4.2394, 4.3405, -1.3343)  0.0000
H (7.5882, -2.7272, -3.9313)  0.0268
H (-2.7507, -1.3596, 1.5767)  0.0000
H (6.0265, -3.3435, -1.7894)  0.0216
H (0.9012, 4.2056, 2.6100)  0.0000
H (-3.3883, 1.4347, 3.0599)  0.0000
H (-0.8197, -3.8892, -2.8756)  0.0000
H (-1.9683, -0.1889, -5.2974)  0.0000
H (-6.1384, 1.3236, -5.1220)  0.0000
H (-3.8800, 2.8745, -0.4014)  0.0000
H (0.9657, 7.2248, 2.0427)  0.0000
H (-4.2361, -1.0900, 1.6904)  0.0000
H (-0.5165, 6.9691, 0.5297)  0.0000
H (1.6112, 2.8257, 0.1926)  0.0000
H (-4.0918, 0.4232, -5.5834)  0.0000
H (8.3271, -1.8250, -2.4726)  0.0217
H (8.5109, -4.2328, -1.3980)  -0.0005
H (-0.3415, 0.7905, -1.2502)  0.0000
H (-8.1539, 0.4076, -3.5374)  0.0000
H (7.5782, -7.2013, -3.0223)  0.0001
H (-7.9405, -1.3749, -3.5269)  0.0000
H (-2.5663, -2.0018, 3.3735)  0.0000
H (4.1211, -1.0373, -1.0706)  0.0007

Its spin multiplicity is 2. Its expectation value of S² is 0.75. The calculation puts the gap between HOMO and LUMO (alpha / beta) at 6.05 / 2.38 eV. Its highest occupied orbital energy (alpha / beta) is -11.54 / -11.54 eV. The total charge is +2.


No. 3
Computed, not measured: a cluster of 2 separate species, C4H12 in total, with ωB97M-V/def2-TZVPD.

Each line ends with the natural charge from an NBO analysis.
CARTESIAN COORDINATES (ANGSTROEM)
C (-2.7976, 0.8513, 0.2556)  -0.6129
C (1.7859, -1.0051, -0.8870)  -0.6022
C (2.8998, 0.0235, -0.6611)  -0.6024
C (-1.8702, 0.1332, 1.2697)  -0.6133
H (3.1531, 0.0738, 0.3941)  0.2007
H (-3.8388, 0.5941, 0.4287)  0.2052
H (-1.3157, 0.8503, 1.8663)  0.2048
H (1.4518, -0.9791, -1.9286)  0.2006
H (-2.4433, -0.4190, 2.0119)  0.2036
H (-2.5190, 0.5802, -0.7683)  0.2047
H (2.5426, 1.0118, -0.9704)  0.2011
H (0.9496, -0.8190, -0.2180)  0.2000
H (-1.2139, -0.5639, 0.7646)  0.2039
H (2.1236, -2.0254, -0.6851)  0.2001
H (-2.7012, 1.9324, 0.3412)  0.2041
H (3.7933, -0.2390, -1.2136)  0.2020

Its SMILES is CC.CC. The calculation puts the gap between HOMO and LUMO at 12.97 eV. Its highest occupied orbital energy is -11.85 eV.


No. 4
Computed, not measured: the ion C12H19S with charge +1 in a non-equilibrium geometry, with ωB97M-V/def2-TZVPD.

Each line ends with the natural charge from an NBO analysis.
CARTESIAN COORDINATES (ANGSTROEM)
S (1.0431, -0.1282, -0.9223)  0.8287
C (0.3789, 1.5637, -0.6990)  -0.5183
C (-0.1812, -2.6042, -1.1444)  -0.6370
C (-1.5890, -0.7189, -0.2620)  -0.2498
C (-1.2249, -0.7761, 1.2371)  -0.2231
C (-2.5284, -0.3291, 1.8961)  -0.4005
C (-0.9528, -0.7544, -2.6744)  -0.6360
C (1.2307, -0.1756, 0.9048)  -0.5131
C (-0.4759, -1.1117, -1.2558)  -0.1103
C (-3.0168, 0.7724, 0.9258)  -0.4126
C (-1.9272, 0.7523, -0.1537)  -0.2174
C (-0.6646, 1.4157, 0.3651)  -0.2523
C (-0.1712, 0.3358, 1.3735)  -0.2441
H (0.1981, -2.8441, -0.1454)  0.2212
H (-0.9304, -1.7699, 1.6171)  0.2319
H (-0.0303, 1.9877, -1.6259)  0.2623
H (1.1368, 2.2507, -0.3648)  0.2629
H (-2.3721, 0.0710, 2.9090)  0.2212
H (-0.1233, -0.8705, -3.4172)  0.2344
H (2.0267, 0.5251, 1.2227)  0.2652
H (-3.2295, -1.1796, 2.0129)  0.2288
H (-0.1166, 0.6721, 2.4073)  0.2538
H (0.5861, -2.9545, -1.8264)  0.2383
H (-2.2954, 1.1951, -1.0956)  0.2257
H (-1.2960, 0.2549, -2.7408)  0.2210
H (-3.9896, 0.5576, 0.5186)  0.2308
H (-2.4844, -1.2920, -0.5079)  0.2478
H (-3.1084, 1.7702, 1.4528)  0.2227
H (-1.1106, -3.1976, -1.3538)  0.2537
H (-1.7834, -1.4164, -2.9719)  0.2522
H (-0.9267, 2.3826, 0.7651)  0.2537
H (1.4887, -1.1714, 1.2354)  0.2583

The calculation puts the gap between HOMO and LUMO at 11.69 eV. Its highest occupied orbital energy is -14.36 eV. The total charge is +1.


No. 5
Computed, not measured: a structure of composition CH3O3PtS in a non-equilibrium geometry, with ωB97M-V/def2-TZVPD.

Each line ends with the Löwdin spin population.
CARTESIAN COORDINATES (ANGSTROEM)
Pt (-0.0677, -1.1785, 0.8271)  0.6157
S (-2.2409, -2.1758, 0.8365)  0.8948
O (0.9370, -0.2003, -0.2561)  0.3493
O (-1.5692, -1.1254, 1.8480)  0.5413
O (-0.2440, -1.0857, -0.9477)  0.5629
C (0.8148, 1.1714, -0.5287)  0.0205
H (0.9951, 1.3695, -1.5967)  0.0040
H (-0.1929, 1.5287, -0.2607)  0.0010
H (1.5678, 1.6961, 0.0783)  0.0104

Its spin multiplicity is 4. Its expectation value of S² is 3.77. The calculation puts the gap between HOMO and LUMO (alpha / beta) at 7.55 / 6.68 eV. Its highest occupied orbital energy (alpha / beta) is -7.77 / -8.67 eV.


No. 6
Computed, not measured: an isolated molecule of C22H20N6 in a non-equilibrium geometry, with ωB97M-V/def2-TZVPD.

Each line ends with the natural charge from an NBO analysis.
CARTESIAN COORDINATES (ANGSTROEM)
N (-4.0232, -1.9404, 2.7745)  -0.7839
N (-0.6234, 0.1416, 1.7646)  -0.5338
N (0.2220, -1.4371, -3.6675)  -0.5549
N (-2.6292, -0.0862, 3.0552)  -0.5294
N (-0.1302, -1.6173, 0.2511)  -0.3671
N (-1.9849, -2.8866, 0.6175)  -0.4568
C (1.9806, -2.8980, -2.6730)  -0.6567
C (-2.9019, -1.2658, 2.4338)  0.4179
C (-0.8840, -1.0005, 1.1994)  0.3455
C (0.0651, 0.2637, -2.1436)  -0.0988
C (1.1213, -1.7036, -2.6541)  0.1987
C (-1.5314, 0.5816, 2.6565)  0.2753
C (-2.4601, 1.0465, -3.0801)  -0.2147
C (-0.6958, 1.1743, -1.4089)  -0.2055
C (-0.4709, -0.2627, -3.3790)  0.2092
C (1.2215, -0.9750, -0.1978)  -0.0468
C (2.2378, 2.7217, 0.5961)  -0.2546
C (1.6701, 0.3368, 0.4959)  -0.0464
C (2.1567, 3.9550, 2.8256)  -0.6313
C (-1.9257, 1.5816, -1.9197)  -0.2200
C (1.9589, 0.2780, 1.8605)  -0.1418
C (-1.7524, 0.0673, -3.8053)  -0.2614
C (-0.8027, -2.7853, -0.0350)  0.2015
C (2.1070, 2.6945, 1.9878)  -0.0044
C (-2.0383, -1.7871, 1.4345)  -0.0440
C (0.9747, -0.7643, -1.6516)  -0.1390
C (2.1181, 1.4371, 2.6152)  -0.2315
C (2.0686, 1.5335, -0.1620)  -0.1368
H (2.1314, 1.6380, -1.2499)  0.2229
H (-1.3523, 1.5764, 3.0684)  0.1819
H (-3.4524, 1.3531, -3.4144)  0.2149
H (1.2141, 4.5325, 2.7966)  0.2217
H (2.6875, -2.8529, -1.8356)  0.2323
H (-0.4168, -3.6032, -0.6771)  0.2083
H (2.4430, 3.6952, 0.1252)  0.2145
H (-4.5419, -1.6220, 3.5863)  0.4047
H (1.8964, -1.8242, 0.0750)  0.2293
H (-2.4989, 2.3054, -1.3540)  0.2119
H (2.9685, 4.6136, 2.4812)  0.2177
H (1.4464, -3.8676, -2.5750)  0.2181
H (2.1868, 1.3765, 3.7102)  0.2116
H (-0.3473, 1.5448, -0.4481)  0.2403
H (2.5574, -2.9512, -3.6147)  0.2304
H (0.0556, -2.0433, -4.4514)  0.4104
H (-4.1620, -2.8821, 2.4268)  0.4073
H (2.3554, 3.7059, 3.8768)  0.2144
H (-2.1910, -0.4134, -4.6846)  0.2112
H (1.9722, -0.6847, 2.3676)  0.2080

Its SMILES is Cc1ccc([C@H](c2c(C)[nH]c3ccccc23)n2cnc3c(N)ncnc32)cc1. The calculation puts the gap between HOMO and LUMO at 8.36 eV. Its highest occupied orbital energy is -7.73 eV.


Calculated DFT total energy, -1539.75517 -2328.02612 -159.57909 -866.60744 -782.72895 -1178.87908 Ha (same order as the records).